Entry 1:
DFT (the ωB97M-V functional and the def2-TZVPD basis) results for C22H39As3BaF6N2O4S2 as an isolated structure in a non-equilibrium geometry.

Values from the calculation:
HOMO in eV: -6.886

Structure (ORCA input):
```
! RIJCOSX wB97M-V def2-TZVPD def2/J DEFGRID3
* xyz 0 1
Ba -1.012 -1.237 0.832
C 2.127 1.362 -1.764
As 1.273 0.589 -0.196
C 2.218 -1.142 -0.296
C 2.309 1.308 1.338
C 1.684 2.522 2.058
C 2.586 2.857 3.257
C 0.286 2.220 2.670
As -1.382 1.939 1.613
C -2.576 2.085 3.165
C -1.737 3.709 0.878
C 1.579 3.732 1.113
As 3.155 4.913 0.888
C 4.412 3.752 -0.075
C 2.438 5.814 -0.701
H 3.195 1.144 -1.772
H 1.966 2.438 -1.802
H 1.645 0.912 -2.631
H 3.284 -0.915 -0.260
H 1.968 -1.613 -1.240
H 1.975 -1.841 0.511
H 3.341 1.528 1.054
H 2.358 0.477 2.051
H 2.578 2.036 3.979
H 2.251 3.763 3.766
H 3.620 3.012 2.943
H 0.041 3.045 3.347
H 0.363 1.327 3.304
H -2.289 2.913 3.814
H -2.557 1.157 3.738
H -3.594 2.241 2.810
H -1.544 4.480 1.623
H -2.789 3.735 0.592
H -1.135 3.889 -0.010
H 0.831 4.425 1.509
H 1.222 3.421 0.127
H 5.020 3.182 0.626
H 5.076 4.402 -0.646
H 3.907 3.073 -0.759
H 1.549 6.382 -0.427
H 2.178 5.096 -1.480
H 3.182 6.509 -1.090
F -4.778 -4.164 2.948
C -4.461 -4.345 1.681
F -5.549 -4.247 0.935
F -3.921 -5.539 1.516
S -3.257 -3.023 1.134
O -3.190 -2.043 2.204
O -3.675 -2.536 -0.144
N -1.820 -3.711 0.949
S -0.958 -4.041 2.261
O -0.051 -2.927 2.536
O -1.700 -4.609 3.337
C 0.161 -5.351 1.605
F 0.948 -4.852 0.661
F 0.907 -5.781 2.613
F -0.537 -6.358 1.111
C -0.165 -4.705 -1.952
N -0.173 -3.264 -2.146
C 0.820 -2.912 -3.150
C -1.503 -2.851 -2.599
C -1.666 -1.359 -2.820
C -2.437 -0.948 -3.904
C -2.692 0.399 -4.124
C -2.154 1.330 -3.248
C -1.379 0.887 -2.177
C -1.091 -0.458 -1.909
H -0.427 -5.244 -2.878
H -0.890 -4.981 -1.183
H 0.825 -5.037 -1.635
H 0.601 -3.387 -4.121
H 1.808 -3.247 -2.826
H 0.833 -1.833 -3.296
H -2.222 -3.187 -1.840
H -1.761 -3.390 -3.528
H -2.850 -1.686 -4.586
H -3.296 0.711 -4.968
H -2.334 2.389 -3.397
H -0.968 1.660 -1.520
*
```

=====

Entry 2:
DFT (the ωB97M-V functional and the def2-TZVPD basis) results for a 3-piece molecular cluster, C22H39B2FO11 overall in a non-equilibrium geometry.

Values from the calculation:
HOMO in eV: -9.887
SMILES: CCCC[C@]1([C@H](F)CC)OC(=O)OC1(B(O)CC)B(O)CC.C[C@@H]1COC(=O)O1.C[C@@H]1COC(=O)O1

Structure (ORCA input):
```
! RIJCOSX wB97M-V def2-TZVPD def2/J DEFGRID3
* xyz 0 1
C -2.804 0.168 -5.692
C -2.546 -0.955 -4.528
C -2.899 -0.355 -3.078
C -1.783 -0.585 -1.944
C -0.460 0.342 -2.104
C -0.870 1.869 -2.302
F 0.219 2.800 -2.464
C -1.813 2.479 -1.128
C -0.994 3.228 0.040
O 0.220 0.042 -3.385
C 0.827 -1.268 -3.206
O 1.112 -2.094 -4.115
O 0.976 -1.441 -1.775
C 0.696 -0.124 -1.136
B 0.455 -0.524 0.418
O 1.549 -1.258 1.070
C -0.817 -0.173 1.356
C -0.249 0.125 2.868
B 2.178 0.545 -1.128
O 2.414 1.947 -0.764
C 3.555 -0.299 -1.470
C 4.079 -0.075 -2.980
H -1.896 0.257 -6.382
H -2.996 1.216 -5.243
H -3.742 -0.104 -6.312
H -3.308 -1.796 -4.765
H -1.489 -1.369 -4.642
H -3.250 0.748 -3.143
H -3.842 -0.929 -2.715
H -2.318 -0.398 -0.933
H -1.544 -1.713 -1.947
H -1.502 1.973 -3.268
H -2.449 3.296 -1.652
H -2.542 1.720 -0.686
H -1.712 3.325 0.944
H -0.063 2.611 0.278
H -0.747 4.285 -0.364
H 1.557 -2.195 0.775
H -1.477 0.670 0.957
H -1.467 -1.136 1.484
H 0.164 -0.876 3.264
H -1.108 0.454 3.551
H 0.636 0.847 2.834
H 2.829 2.418 -1.525
H 4.363 0.172 -0.780
H 3.490 -1.399 -1.147
H 3.261 -0.060 -3.776
H 4.766 0.857 -3.050
H 4.783 -0.968 -3.212
C -4.870 -5.637 3.020
C -4.388 -4.237 3.332
C -3.977 -3.451 2.123
O -3.037 -2.530 2.667
C -2.494 -3.135 3.765
O -1.539 -2.729 4.360
O -3.182 -4.267 4.088
H -5.007 -6.207 3.943
H -5.817 -5.614 2.477
H -4.136 -6.183 2.421
H -5.141 -3.704 3.924
H -4.814 -2.922 1.663
H -3.471 -4.051 1.360
C 4.158 2.573 1.496
C 4.863 3.212 2.673
C 5.272 2.240 3.739
O 5.297 3.061 4.901
C 4.404 4.070 4.684
O 4.032 4.840 5.522
O 3.986 4.079 3.385
H 3.752 3.339 0.832
H 4.843 1.940 0.925
H 3.312 1.964 1.825
H 5.713 3.809 2.322
H 6.255 1.803 3.553
H 4.547 1.436 3.899
*
```

=====

Entry 3:
DFT (the ωB97M-V functional and the def2-TZVPD basis) results for C22H39BBr10N2O4 as an isolated structure.

Values from the calculation:
HOMO in eV: -8.661

Structure (ORCA input):
```
! RIJCOSX wB97M-V def2-TZVPD def2/J DEFGRID3
* xyz 0 1
C 2.478 -0.369 2.915
C 3.134 -0.719 1.613
O 3.990 -1.559 1.530
O 2.703 -0.037 0.513
C 1.893 -0.833 -0.390
C 0.899 0.015 -1.196
C -0.545 -0.475 -1.138
C -1.218 -0.392 -2.526
O -0.650 -0.248 -3.589
N -2.575 -0.519 -2.352
C -2.856 -0.488 -0.916
B -4.361 -0.195 -0.443
O -4.899 -1.116 0.456
N -5.178 0.907 -0.930
C -5.401 1.933 0.094
C -6.435 0.390 -1.503
C -1.618 0.231 -0.244
C -1.644 -0.210 1.231
C -1.557 1.756 -0.428
Br -2.505 2.533 -1.865
C -0.796 2.569 0.322
C 0.104 2.173 1.454
Br -0.747 4.438 0.040
H 2.135 0.659 2.950
H 3.183 -0.565 3.719
H 1.610 -1.023 3.035
H 1.396 -1.623 0.182
H 2.579 -1.336 -1.074
H 0.982 1.072 -0.948
H 1.194 -0.074 -2.243
H -0.565 -1.547 -0.904
H -3.114 0.108 -2.939
H -2.709 -1.525 -0.595
H -4.552 -0.975 1.345
H -4.870 2.856 -0.149
H -5.081 1.620 1.096
H -6.464 2.167 0.177
H -7.157 0.121 -0.725
H -6.863 1.136 -2.174
H -6.234 -0.514 -2.083
H -0.638 -0.363 1.625
H -2.165 -1.160 1.334
H -2.098 0.549 1.869
H -0.477 2.071 2.375
H 0.605 1.234 1.260
H 0.834 2.957 1.633
Br -7.723 -2.890 0.281
C -8.961 -2.677 1.763
C -9.359 -1.240 1.961
Br -7.939 -0.195 2.785
H -8.472 -3.091 2.638
H -9.833 -3.277 1.513
H -10.204 -1.171 2.642
H -9.603 -0.749 1.025
Br 8.080 -2.476 -0.499
C 7.362 -1.380 0.938
C 7.547 0.087 0.668
Br 9.390 0.645 0.947
H 7.860 -1.698 1.848
H 6.303 -1.620 0.994
H 6.955 0.677 1.364
H 7.290 0.357 -0.351
Br -2.982 2.957 -7.650
C -2.200 1.647 -6.443
C -3.207 0.627 -5.990
Br -4.431 1.362 -4.664
H -1.777 2.201 -5.612
H -1.403 1.164 -7.002
H -2.700 -0.199 -5.494
H -3.819 0.252 -6.803
Br 11.396 0.496 5.057
C 12.860 -0.351 4.098
C 12.447 -0.802 2.722
Br 11.344 -2.397 2.776
H 13.199 -1.176 4.715
H 13.642 0.401 4.030
H 13.321 -1.068 2.133
H 11.871 -0.046 2.198
*
```

=====

Entry 4:
DFT (the ωB97M-V functional and the def2-TZVPD basis) results for a 3-piece molecular cluster, C22H39BrNO12PS4 overall in a non-equilibrium geometry.

Values from the calculation:
HOMO in eV: -7.647
SMILES: O=S1(=O)O[C@@H](Br)[C@](CCCCCCCCCCCCn2cccc2)([PH2]=S)O1.O=S1(=O)OCCO1.O=S1(=O)OCCO1

Structure (ORCA input):
```
! RIJCOSX wB97M-V def2-TZVPD def2/J DEFGRID3
* xyz 0 1
O 7.169 -0.365 1.523
S 7.430 -1.452 0.656
O 8.753 -1.653 0.225
O 6.896 -2.806 1.372
C 5.473 -2.797 1.257
Br 4.705 -2.195 2.923
C 5.105 -2.012 -0.055
C 3.986 -0.977 0.001
C 4.509 0.427 -0.311
C 3.479 1.548 -0.116
C 2.564 1.378 1.110
C 1.216 0.735 0.688
C 0.198 1.775 0.195
C -1.187 1.617 0.843
C -2.294 2.183 -0.039
C -3.687 1.700 0.373
C -3.850 0.166 0.224
C -5.148 -0.256 -0.490
C -6.002 -1.230 0.323
N -5.311 -2.508 0.490
C -5.293 -3.499 -0.457
C -4.518 -4.496 0.079
C -4.075 -4.108 1.346
C -4.602 -2.867 1.587
P 4.731 -3.374 -1.278
S 3.021 -4.227 -0.908
O 6.407 -1.519 -0.532
H 5.206 -3.838 1.111
H 3.462 -1.019 0.948
H 3.257 -1.268 -0.756
H 5.392 0.667 0.273
H 4.804 0.435 -1.361
H 2.839 1.661 -0.992
H 4.041 2.474 -0.034
H 2.308 2.375 1.464
H 3.036 0.839 1.930
H 0.810 0.268 1.585
H 1.416 -0.012 -0.075
H 0.558 2.783 0.404
H 0.103 1.725 -0.890
H -1.348 0.573 1.107
H -1.181 2.189 1.772
H -2.156 1.926 -1.089
H -2.286 3.268 0.079
H -4.473 2.191 -0.198
H -3.833 1.955 1.425
H -3.012 -0.267 -0.321
H -3.790 -0.268 1.219
H -4.871 -0.750 -1.412
H -5.746 0.603 -0.795
H -6.160 -0.803 1.312
H -6.977 -1.402 -0.127
H -5.787 -3.473 -1.409
H -4.288 -5.421 -0.423
H -3.445 -4.636 2.038
H -4.505 -2.208 2.428
H 4.787 -2.831 -2.572
H 5.775 -4.302 -1.111
C -6.938 0.508 -4.797
C -7.164 -0.515 -5.890
O -6.710 -1.748 -5.316
S -7.001 -1.750 -3.742
O -8.207 -2.445 -3.487
O -5.799 -2.078 -3.066
O -7.281 -0.181 -3.587
H -5.890 0.808 -4.738
H -7.564 1.389 -4.911
H -6.602 -0.297 -6.793
H -8.224 -0.617 -6.133
C 6.465 4.516 4.051
C 6.473 3.134 3.432
O 5.147 2.979 2.910
S 4.589 4.395 2.414
O 4.793 4.503 1.016
O 3.320 4.605 3.004
O 5.679 5.308 3.150
H 5.976 4.516 5.027
H 7.462 4.938 4.143
H 6.684 2.348 4.152
H 7.180 3.067 2.603
*
```